1.
Molecular formula: C3H5NO2
Method: DFT, ωB97M-V/def2-TZVPD

## Properties
Gap between HOMO and LUMO = 9.2293 eV
Energy above the lowest of the compared OMol25 structures with the same formula, charge and spin = 335.6 kJ/mol
DFT total energy = -8774.217 eV

```
! RIJCOSX wB97M-V def2-TZVPD def2/J DEFGRID3
* xyz 0 1
C -1.753 0.505 0.149
C -0.238 -0.380 -0.950
O -0.521 0.885 -0.557
N 0.910 -0.795 -0.374
C 1.943 -0.082 0.252
O 2.952 -0.629 0.618
H -2.557 0.316 -0.567
H -1.905 1.363 0.784
H -1.656 -0.393 0.791
H 1.076 -1.786 -0.480
H 1.749 0.996 0.332
*
```

Atomic partial charges in e from the Löwdin method, atoms 1 to 5: -0.088, -0.127, -0.167, 0.057, -0.279

***

2.
Molecular formula: C3H5NO2
Method: DFT, ωB97M-V/def2-TZVPD

## Properties
Gap between HOMO and LUMO = 10.6755 eV
Energy above the lowest of the compared OMol25 structures with the same formula, charge and spin = 113.0 kJ/mol
DFT total energy = -8776.523 eV

```
! RIJCOSX wB97M-V def2-TZVPD def2/J DEFGRID3
* xyz 0 1
N -0.934 -0.696 1.071
C -0.530 0.167 -0.016
C 0.738 1.015 0.149
O 1.355 0.347 -0.989
C 0.278 -0.479 -1.142
O 0.158 -1.416 -1.870
H -0.120 -1.154 1.471
H -1.502 -1.441 0.675
H -1.393 0.739 -0.373
H 0.640 2.086 -0.038
H 1.309 0.832 1.063
*
```

Atomic partial charges in e from the Löwdin method, atoms 1 to 5: 0.057, -0.276, -0.084, 0.047, -0.454

***

3.
Molecular formula: C3H5NO2
Method: DFT, ωB97M-V/def2-TZVPD

## Properties
Gap between HOMO and LUMO = 8.4147 eV
Energy above the lowest of the compared OMol25 structures with the same formula, charge and spin = 319.1 kJ/mol
DFT total energy = -8774.387 eV

```
! RIJCOSX wB97M-V def2-TZVPD def2/J DEFGRID3
* xyz 0 1
O 0.550 1.387 1.297
C 0.731 0.702 0.232
C 1.172 -0.863 0.253
O -0.105 -1.225 -0.443
C -0.532 -0.001 -0.311
N -1.787 0.361 -0.332
H -1.961 1.301 0.007
H 1.272 1.151 -0.648
H 2.022 -1.224 -0.329
H 1.127 -1.274 1.261
H -2.550 -0.302 -0.364
*
```

Atomic partial charges in e from the Löwdin method, atoms 1 to 5: -0.158, -0.507, -0.001, 0.064, -0.304

***

4.
Molecular formula: C3H5NO2
Method: DFT, ωB97M-V/def2-TZVPD

## Properties
SMILES = CC(=O)NC=O
Gap between HOMO and LUMO = 10.4148 eV
Energy above the lowest of the compared OMol25 structures with the same formula, charge and spin = 255.2 kJ/mol
DFT total energy = -8775.050 eV

```
! RIJCOSX wB97M-V def2-TZVPD def2/J DEFGRID3
* xyz 0 1
N -0.225 -0.119 -1.043
C 0.601 0.991 -0.968
O 1.145 1.359 0.051
C 0.275 -0.562 1.168
C -0.804 -0.302 0.256
O -1.980 -0.144 0.510
H -0.843 -0.187 -1.840
H 0.718 1.548 -1.901
H 0.200 -0.172 2.193
H 1.281 -0.794 0.842
H -0.366 -1.618 0.732
*
```

Atomic partial charges in e from the Löwdin method, atoms 1 to 5: 0.109, -0.295, 0.024, 0.048, -0.645

***

5.
Molecular formula: C3H5NO2
Method: DFT, ωB97M-V/def2-TZVPD

## Properties
SMILES = C[C@H]1OC=NO1
Gap between HOMO and LUMO = 10.2799 eV
Energy above the lowest of the compared OMol25 structures with the same formula, charge and spin = 461.1 kJ/mol
DFT total energy = -8772.916 eV

```
! RIJCOSX wB97M-V def2-TZVPD def2/J DEFGRID3
* xyz 0 1
C 1.820 0.109 -0.359
C 0.747 -0.131 0.424
C -1.293 0.672 -0.096
H 2.121 1.132 -0.181
H 2.403 -0.920 -0.066
H 1.525 0.015 -1.562
H 0.853 -0.418 1.601
H -1.914 1.481 -0.181
N -1.546 -0.596 -0.249
O -0.058 1.096 0.208
O -0.168 -1.224 0.082
*
```

Atomic partial charges in e from the Löwdin method, atoms 1 to 5: -0.068, -0.470, -0.209, 0.096, 0.160

***

6.
Molecular formula: C3H5NO2
Method: DFT, ωB97M-V/def2-TZVPD

## Properties
SMILES = N#CCC=O.O
Gap between HOMO and LUMO = 11.2224 eV
Energy above the lowest of the compared OMol25 structures with the same formula, charge and spin = 141.0 kJ/mol
DFT total energy = -8776.233 eV

```
! RIJCOSX wB97M-V def2-TZVPD def2/J DEFGRID3
* xyz 0 1
O 1.834 -0.197 0.012
C 0.868 -0.843 -0.320
C -0.536 -0.552 0.186
O 0.477 2.249 0.261
C -1.592 -0.983 -0.737
N -2.429 -1.339 -1.452
H 1.205 1.607 0.207
H 0.968 -1.789 -0.881
H -0.608 -1.166 1.085
H -0.642 0.510 0.448
H 0.456 2.504 1.190
*
```

Atomic partial charges in e from the Löwdin method, atoms 1 to 5: 0.053, -0.217, -0.129, -0.069, -0.216

***

7.
Molecular formula: C3H5NO2
Method: DFT, ωB97M-V/def2-TZVPD

## Properties
SMILES = O=C1NCCO1
Gap between HOMO and LUMO = 10.9607 eV
Energy above the lowest of the compared OMol25 structures with the same formula, charge and spin = 19.1 kJ/mol
DFT total energy = -8777.496 eV

```
! RIJCOSX wB97M-V def2-TZVPD def2/J DEFGRID3
* xyz 0 1
O 2.596 0.095 -0.191
C 1.396 0.113 -0.146
N 0.562 -0.670 0.627
C -0.802 -0.556 0.148
C -0.710 0.889 -0.336
O 0.612 0.966 -0.874
H 0.947 -1.503 1.043
H -1.009 -1.270 -0.664
H -1.546 -0.679 0.940
H -0.773 1.564 0.526
H -1.437 1.212 -1.081
*
```

Atomic partial charges in e from the Löwdin method, atoms 1 to 5: 0.110, -0.564, 0.078, -0.150, -0.148

***

8.
Molecular formula: C3H5NO2
Method: DFT, ωB97M-V/def2-TZVPD

## Properties
Gap between HOMO and LUMO (alpha / beta) = 9.9255 / 6.7390 eV
Energy above the lowest of the compared OMol25 structures with the same formula, charge and spin = 676.1 kJ/mol
DFT total energy = -8770.687 eV

```
! RIJCOSX wB97M-V def2-TZVPD def2/J DEFGRID3
* xyz 0 1
C -0.542 1.617 0.322
C -0.291 -1.758 -1.241
C 0.489 1.134 1.182
N -0.148 -0.395 -1.379
O -1.336 2.483 0.100
O 0.731 -1.175 -0.614
H -1.099 -2.219 -0.542
H -0.028 -2.482 -1.921
H 0.383 1.552 2.156
H 1.453 1.201 0.800
H 0.388 0.044 1.136
*
```

Atomic partial charges in e from the Löwdin method, atoms 1 to 5: -0.189, -0.330, -0.054, 0.106, 0.109

***

9.
Molecular formula: C3H5NO2
Method: DFT, ωB97M-V/def2-TZVPD

## Properties
Gap between HOMO and LUMO = 9.4237 eV
Energy above the lowest of the compared OMol25 structures with the same formula, charge and spin = 341.0 kJ/mol
DFT total energy = -8774.160 eV

```
! RIJCOSX wB97M-V def2-TZVPD def2/J DEFGRID3
* xyz 0 1
C -0.981 1.392 -0.119
N 0.146 0.588 0.313
C -0.061 -0.725 0.537
O -1.088 -1.323 0.663
C 1.355 -1.716 -0.629
O 1.191 -1.433 0.640
H -1.857 1.083 0.450
H -0.768 2.443 0.085
H -1.193 1.258 -1.187
H 1.051 0.841 -0.057
H 2.206 -2.409 -0.697
*
```

Atomic partial charges in e from the Löwdin method, atoms 1 to 5: -0.060, 0.027, -0.609, 0.133, 0.092

***

10.
Molecular formula: C3H5NO2
Method: DFT, ωB97M-V/def2-TZVPD

## Properties
Gap between HOMO and LUMO = 9.0253 eV
Energy above the lowest of the compared OMol25 structures with the same formula, charge and spin = 449.9 kJ/mol
DFT total energy = -8773.032 eV

```
! RIJCOSX wB97M-V def2-TZVPD def2/J DEFGRID3
* xyz 0 1
O -1.112 -0.139 1.833
C -0.870 0.004 0.479
C 0.227 1.165 -1.591
O 0.553 -0.101 -1.351
C 0.486 -0.437 0.021
N 1.370 -0.986 0.720
H -0.270 0.005 2.286
H -1.630 -0.546 -0.092
H -0.107 1.131 -2.648
H -0.896 1.048 0.110
H 2.249 -1.144 0.234
*
```

Atomic partial charges in e from the Löwdin method, atoms 1 to 5: -0.020, -0.243, 0.101, -0.078, -0.401